A cluster of 7 separate species, C14H42O7 in total, computed with ωB97M-V/def2-TZVPD.

Output
- SMILES = CCO.CCO.CCO.CCO.CCO.CCO.CCO
- gap between HOMO and LUMO (eV) = 10.416
- energy above the lowest of the compared OMol25 structures with the same formula, charge and spin (eV) = 2.311
- total charge = 0
- total energy (hartree) = -1085.17678

Geometry (Å):
C 2.91384 -2.45879 -2.08148
C 3.70139 -1.64430 -1.08929
O 2.87147 -0.68398 -0.46599
H 2.49862 -1.75746 -2.75152
H 2.13656 -2.94386 -1.50489
H 3.65447 -3.05689 -2.61798
H 4.56201 -1.16669 -1.62958
H 4.29511 -2.31739 -0.43967
H 2.81197 0.13367 -1.01223
C 4.41660 2.86756 -1.40809
C 2.91663 3.17003 -1.49969
O 2.26972 1.92356 -1.23644
H 4.71363 2.59968 -0.42420
H 4.93740 3.85254 -1.67838
H 4.60115 2.06569 -2.19088
H 2.63858 3.50152 -2.48959
H 2.50571 3.94452 -0.83733
H 1.49242 2.08348 -0.64149
C 2.76529 -3.23712 3.03066
C 3.53768 -2.13435 2.37224
O 3.59924 -0.91053 3.15326
H 1.70918 -3.01233 3.05121
H 3.09215 -3.49504 3.99948
H 2.84851 -4.14949 2.43876
H 3.19383 -1.82081 1.36035
H 4.55009 -2.44474 2.21725
H 3.61076 -0.23872 2.47264
C 0.33638 0.48121 2.16308
C -0.18166 1.82034 1.94139
O -0.07872 2.21564 0.61851
H 1.35355 0.45140 1.78320
H -0.25836 -0.31980 1.61776
H 0.34811 0.28291 3.20430
H 0.40381 2.56301 2.48137
H -1.24668 1.90405 2.34361
H -0.53051 1.58646 0.06255
C -0.96661 -1.83384 -2.35796
C -0.46780 -1.14539 -1.12446
O -1.26509 -0.01911 -0.74913
H -0.87037 -1.03301 -3.05087
H -1.86612 -2.25613 -2.14458
H -0.28192 -2.57280 -2.83327
H 0.51601 -0.71352 -1.39442
H -0.29869 -1.81939 -0.25419
H -2.18150 -0.24542 -0.61864
C -3.42655 -1.23674 1.88420
C -4.26173 -1.99999 0.89255
O -4.32360 -1.31430 -0.39546
H -3.80988 -0.21416 2.12402
H -2.43943 -1.00938 1.43967
H -3.29953 -1.71507 2.84001
H -5.27019 -2.22217 1.33121
H -3.86933 -2.99445 0.66276
H -4.54899 -0.36034 -0.25255
C -6.06883 2.82863 -0.85572
C -4.68488 3.00463 -1.36663
O -3.91904 1.82846 -1.08007
H -6.20304 2.79704 0.21016
H -6.40270 1.85776 -1.28729
H -6.72369 3.63976 -1.19096
H -4.27349 3.87863 -0.90845
H -4.73933 3.23891 -2.44866
H -3.04354 1.97640 -1.38417

Population analysis type Löwdin, resulting atomic charges in e: -0.08, -0.35, -0.12, 0.06, 0.08, 0.08, 0.12, 0.11, 0.06, -0.08, -0.30, -0.13, 0.05, 0.09, 0.09, 0.10, 0.12, 0.08, -0.08, -0.30, -0.08, 0.07, 0.06, 0.08, 0.08, 0.09, 0.05, -0.09, -0.36, -0.08, 0.07, 0.08, 0.07, 0.12, 0.13, 0.04, -0.06, -0.30, -0.10, 0.08, 0.04, 0.09, 0.10, 0.12, 0.05, -0.09, -0.29, -0.11, 0.09, 0.05, 0.07, 0.12, 0.11, 0.07, -0.10, -0.32, -0.07, 0.07, 0.09, 0.08, 0.10, 0.12, 0.06